Entry 1:
DFT (wB97M-V/def2-TZVPD) results for a molecular structure, C4H7N3O at a distorted geometry.

Output
- energy relative to the best compared isomer or geometry (same formula, charge and spin) (eV) = 7.457
- charge = 0
- max |F| (eV/Å) = 8.87
- lowest unoccupied orbital energy (eV) = 0.04
- electronic energy (Ha) = -395.8744

Last column: Löwdin charge in e.
CARTESIAN COORDINATES (ANGSTROEM)
C  -1.40410  -0.19785  -1.21771  -0.5076
C  0.72638  -1.05832  0.55714  -0.0682
C  0.69393  0.38571  0.31561  -0.2600
C  1.11742  1.36264  1.22179  -0.1742
H  0.30703  -0.66651  -2.21570  0.1010
H  -2.49856  0.46183  -1.38611  0.1788
H  -2.57323  -1.02003  0.35177  0.2631
H  1.66416  -1.69447  0.85828  0.1620
H  -0.00493  0.89568  -0.38272  0.1174
H  1.25459  1.05218  2.33992  0.1567
H  1.03419  2.31936  1.14048  0.0581
N  -0.61326  -0.12888  -2.15619  0.0638
N  -1.37719  -0.98274  -0.15518  -0.1192
N  -0.40296  -1.77730  0.49322  0.0535
O  2.07652  1.04870  0.23540  -0.0250

---

Entry 2:
DFT (wB97M-V/def2-TZVPD) results for a molecular structure, C4H7N3O at a distorted geometry.

Output
- energy relative to the best compared isomer or geometry (same formula, charge and spin) (eV) = 3.031
- charge = 0
- max |F| (eV/Å) = 5.42
- lowest unoccupied orbital energy (eV) = 0.80
- electronic energy (Ha) = -396.0370

Last column: Löwdin charge in e.
CARTESIAN COORDINATES (ANGSTROEM)
C  -0.83734  0.79610  0.50736  -0.1015
C  -0.73381  -0.01698  -1.94427  -0.0320
N  0.50548  -1.41044  1.24446  0.0597
N  0.59205  0.90332  0.76473  0.0346
C  1.31260  -0.30320  1.31792  -0.4980
C  -0.33406  -0.18177  -0.50826  -0.3539
N  0.28546  -1.34717  -0.18310  0.0537
O  2.36666  -0.15847  1.89629  0.0815
H  0.98298  -2.26814  1.50320  0.1373
H  1.02192  1.80632  0.91864  0.1362
H  -1.41990  0.38923  1.32922  0.1183
H  -1.21082  1.72794  0.08479  0.1238
H  0.12568  0.31776  -2.52827  0.0841
H  -1.54633  0.70480  -2.05433  0.0735
H  -1.11058  -0.95931  -2.34839  0.0826

---

Entry 3:
DFT (wB97M-V/def2-TZVPD) results for a single C4H7N3O molecule at a distorted geometry.

Output
- energy relative to the best compared isomer or geometry (same formula, charge and spin) (eV) = 6.051
- charge = 0
- max |F| (eV/Å) = 8.50
- lowest unoccupied orbital energy (eV) = 0.80
- electronic energy (Ha) = -395.9260

Last column: Löwdin charge in e.
CARTESIAN COORDINATES (ANGSTROEM)
O  -2.60789  0.28012  -0.34635  0.0158
C  -1.52740  0.01626  0.23319  -0.4765
N  -0.89421  -1.10414  0.04053  -0.0004
N  0.47048  -1.46948  0.33058  -0.0783
C  1.34862  -0.52138  -0.38860  -0.1657
C  0.65746  0.78475  -0.43223  -0.2879
N  0.45984  2.07643  0.18811  0.0812
C  -0.36989  0.94783  0.65338  -0.1976
H  -1.53812  -2.02840  -0.18343  0.2365
H  0.70669  -1.52881  1.33872  0.1232
H  1.24879  -1.17989  -1.49261  0.1863
H  2.36389  -0.55069  0.10680  0.1284
H  -0.09116  0.80249  -1.31140  0.1632
H  -0.02680  2.75475  -0.46252  0.1292
H  -0.20031  0.72015  1.72581  0.1426